No. 1
Entry from the Open Molecules 2025 dataset: a 10-piece molecular cluster, C32H71Cl2N9O11 overall at a distorted geometry (the ωB97M-V functional and the def2-TZVPD basis).

Element x y z (Å)
1 Cl -0.070 0.422 -6.853
2 Cl 0.158 0.022 -2.572
3 O 8.431 -3.651 -5.612
4 O 0.184 1.025 0.667
5 O 2.919 2.704 4.474
6 O -3.740 2.998 -3.869
7 O 3.850 1.286 -5.212
8 O 9.748 -9.727 -5.928
9 O -4.021 -0.951 5.654
10 O -3.272 0.311 -9.438
11 O -5.279 -1.156 11.294
12 O -4.260 2.619 0.339
13 O 2.850 -0.493 -6.099
14 N -3.382 4.186 -1.965
15 N 8.212 -8.147 -5.360
16 N -3.346 -1.789 12.314
17 N 1.933 -0.060 1.638
18 N 2.331 4.672 5.446
19 N -5.150 -0.210 7.486
20 N 6.667 -2.423 -6.358
21 N -3.837 2.274 -8.430
22 N -4.204 1.007 1.942
23 C 7.168 -9.136 -5.163
24 C -4.407 -0.982 12.129
25 C -2.342 -1.525 13.326
26 C 2.994 3.502 5.391
27 C 9.437 -8.566 -5.736
28 C 1.456 5.030 4.341
29 C 2.461 5.581 6.568
30 C 3.236 0.814 -6.066
31 C 1.885 0.775 2.832
32 C 7.687 -2.690 -5.523
33 C 6.411 -3.333 -7.461
34 C -3.679 3.164 -7.293
35 C 2.932 -1.105 1.550
36 C -4.728 2.655 -9.510
37 C -3.699 5.347 -1.161
38 C -5.099 1.171 7.043
39 C 5.816 -1.257 -6.194
40 C -4.901 -0.039 2.668
41 C -4.586 -1.155 6.717
42 C 7.907 -6.743 -5.147
43 C -4.798 1.729 0.982
44 C -3.205 -2.963 11.468
45 C -0.471 -0.262 -4.256
46 C 1.755 -0.776 -5.219
47 C 0.639 0.264 -5.207
48 C -5.810 -0.525 8.748
49 C -3.181 1.100 -8.514
50 C -2.401 3.234 -1.471
51 C -3.966 3.959 -3.148
52 C -2.811 1.282 2.269
53 C -1.748 0.582 -4.412
54 C 1.048 0.163 0.652
55 H -4.423 -0.121 12.819
56 H -2.711 2.319 2.594
57 H 0.903 0.676 3.301
58 H 3.630 3.320 6.275
59 H 10.157 -7.739 -5.858
60 H 7.108 -6.439 -5.826
61 H 2.034 5.075 3.417
62 H 2.077 -0.986 -4.196
63 H -4.059 1.482 6.929
64 H -0.613 -1.332 -4.393
65 H -2.299 -2.362 14.026
66 H -2.480 0.616 3.064
67 H -2.532 0.907 -7.646
68 H -4.644 3.314 -6.806
69 H -5.768 -1.590 8.948
70 H -2.860 2.257 -1.376
71 H 1.170 -0.523 -0.202
72 H 1.484 5.733 7.032
73 H 6.244 -8.647 -4.863
74 H -2.534 0.097 -4.988
75 H -2.187 1.136 1.388
76 H -5.928 -0.130 2.317
77 H 6.204 -4.331 -7.073
78 H -5.509 1.903 -9.624
79 H -4.088 5.021 -0.196
80 H 2.030 1.813 2.552
81 H -5.595 1.813 7.767
82 H 5.882 -0.633 -7.089
83 H -4.076 -3.609 11.590
84 H -1.475 1.551 -4.828
85 H 2.901 1.426 -6.920
86 H -2.152 0.794 -3.424
87 H -1.577 3.163 -2.187
88 H -4.905 0.197 3.731
89 H 7.475 -9.844 -4.391
90 H -4.387 -0.990 2.516
91 H -6.855 -0.212 8.693
92 H 0.931 1.229 -4.793
93 H 2.844 6.542 6.218
94 H 7.007 -9.689 -6.090
95 H 2.656 0.478 3.533
96 H 0.682 4.270 4.225
97 H -4.694 4.741 -3.430
98 H -5.593 1.265 6.074
99 H -2.584 -0.617 13.875
100 H -2.795 5.941 -1.005
101 H -4.446 5.964 -1.659
102 H 3.929 -0.665 1.617
103 H -3.295 4.128 -7.634
104 H 7.579 -6.594 -4.116
105 H -5.180 3.621 -9.296
106 H -4.168 2.712 -10.445
107 H -1.366 -1.404 12.852
108 H -4.679 -2.169 7.142
109 H 0.995 5.996 4.529
110 H 3.146 5.176 7.310
111 H 6.127 -0.672 -5.330
112 H 4.788 -1.576 -6.054
113 H 2.797 -1.811 2.373
114 H 2.843 -1.640 0.606
115 H -3.148 -2.656 10.422
116 H -5.318 0.006 9.549
117 H -5.849 1.441 0.812
118 H -2.021 3.551 -0.506
119 H 8.780 -6.124 -5.332
120 H -2.305 -3.510 11.736
121 H 7.293 -3.390 -8.101
122 H 5.561 -2.984 -8.042
123 H 1.311 -1.702 -5.591
124 H 7.797 -1.939 -4.721
125 H -2.985 2.742 -6.568

largest force on an atom	0.0779	Eh/bohr
SMILES string	C[C@H](Cl)[C@H](Cl)COC=O.CN(C)C=O.CN(C)C=O.CN(C)C=O.CN(C)C=O.CN(C)C=O.CN(C)C=O.CN(C)C=O.CN(C)C=O.CN(C)C=O
relative energy (zero: lowest compared OMol25 entry of this formula, charge and spin)	406.4	kJ/mol
E	-95313.465	eV
HOMO	-8.7	eV
gap between HOMO and LUMO	9.00	eV
total charge	0

No. 2
Entry from the Open Molecules 2025 dataset: a 8-piece molecular cluster, C32H72F24N4P4 overall at a distorted geometry (the ωB97M-V functional and the def2-TZVPD basis).

Element x y z (Å)
1 P -1.612 2.698 3.993
2 P -0.853 8.241 -5.743
3 P -4.384 -9.062 -2.277
4 P -9.278 0.373 -7.832
5 F 0.624 8.645 -6.055
6 F -10.592 1.425 -7.679
7 F -9.594 -0.369 -6.464
8 F -7.955 -0.584 -8.001
9 F -5.302 -8.292 -1.168
10 F -0.281 2.627 4.924
11 F -1.445 9.758 -6.033
12 F -9.120 1.056 -9.306
13 F -2.967 2.727 3.058
14 F -2.308 7.622 -5.496
15 F -0.440 2.584 2.816
16 F -2.518 2.738 5.378
17 F -4.737 -8.045 -3.484
18 F -4.004 -10.140 -1.194
19 F -1.098 7.881 -7.343
20 F -0.799 8.714 -4.124
21 F -3.041 -8.232 -1.929
22 F -0.237 6.802 -5.328
23 F -10.157 -0.708 -8.598
24 F -8.346 1.498 -7.143
25 F -5.641 -9.997 -2.702
26 F -3.418 -10.102 -3.154
27 F -1.491 4.279 4.101
28 F -1.693 1.031 4.017
29 N 5.831 -1.353 4.531
30 N 5.303 4.903 -9.727
31 N -4.970 -2.652 9.916
32 N -2.475 -0.748 -2.377
33 C -3.818 -2.014 10.656
34 C -5.075 -2.539 0.028
35 C 8.732 5.826 -7.705
36 C -4.253 -2.355 -1.280
37 C 3.430 3.497 -10.357
38 C -1.754 0.567 -4.332
39 C -6.230 -2.605 10.784
40 C 5.699 -2.871 4.753
41 C -1.206 -1.584 10.859
42 C 5.096 -0.331 6.918
43 C -5.289 -1.892 8.602
44 C -7.027 -3.912 10.430
45 C 5.348 5.687 -11.078
46 C 4.571 2.482 -10.182
47 C -3.653 -0.907 -1.354
48 C 7.745 5.654 -8.942
49 C -6.138 -4.782 9.399
50 C 5.581 0.265 8.171
51 C 6.952 -1.361 3.500
52 C -2.410 0.719 -2.860
53 C -2.895 -1.418 -3.735
54 C -2.372 -2.125 10.061
55 C -1.113 -1.235 -1.873
56 C 3.864 4.680 -9.331
57 C 5.789 3.371 -9.926
58 C 6.037 -3.608 3.434
59 C 6.824 -2.586 2.597
60 C 4.574 -0.838 3.790
61 C -4.757 -4.201 9.715
62 C 6.166 -0.422 5.730
63 C -2.007 -0.876 -4.834
64 C 6.197 5.546 -8.638
65 H -3.369 1.237 -2.876
66 H -0.530 -1.526 -2.746
67 H -0.685 -0.478 -1.216
68 H -1.411 -0.548 11.129
69 H 8.068 4.822 -9.567
70 H 5.246 -4.015 2.804
71 H 4.362 1.787 -9.369
72 H 4.516 -1.151 2.748
73 H 8.440 6.703 -7.127
74 H -1.187 -2.224 11.742
75 H 7.067 -0.367 3.067
76 H 6.721 -4.425 3.664
77 H -5.247 -3.611 0.125
78 H 6.220 1.118 7.946
79 H -5.976 -2.651 11.843
80 H 5.764 6.522 -8.418
81 H 3.668 4.206 -8.369
82 H -4.058 -0.967 10.838
83 H -2.450 -1.610 9.103
84 H -0.258 -1.622 10.324
85 H 8.845 4.906 -7.131
86 H 4.499 5.527 -11.743
87 H 6.170 0.562 5.262
88 H 5.572 6.740 -10.907
89 H -4.917 -2.697 -2.074
90 H -0.721 0.907 -4.254
91 H 7.818 -2.895 2.274
92 H -4.315 -4.623 10.618
93 H 3.206 5.550 -9.350
94 H -1.254 -2.164 -1.321
95 H -6.995 -4.576 11.294
96 H -8.092 -3.755 10.259
97 H 6.510 3.261 -10.736
98 H -1.759 1.252 -2.167
99 H -2.054 -3.129 9.779
100 H 7.177 -0.609 6.094
101 H -3.196 -0.662 -0.395
102 H -6.820 -1.742 10.476
103 H 6.332 -3.117 5.606
104 H 4.706 -2.990 5.187
105 H -2.217 1.334 -4.954
106 H -2.907 -2.504 -3.642
107 H 6.272 -2.504 1.661
108 H 3.660 -1.132 4.308
109 H -6.085 -2.137 -0.046
110 H -4.625 -2.155 0.944
111 H 2.419 3.143 -10.153
112 H 6.014 4.903 -7.777
113 H -5.432 -0.836 8.832
114 H -1.067 -1.418 -4.731
115 H 7.853 -1.564 4.079
116 H 4.573 1.820 -11.048
117 H 3.316 3.954 -11.340
118 H 6.122 5.224 -11.691
119 H -6.129 -5.849 9.625
120 H 4.182 0.103 6.514
121 H 9.730 6.081 -8.060
122 H -6.382 -4.507 8.373
123 H -4.110 -4.412 8.864
124 H 4.795 -1.324 7.254
125 H 6.140 -0.557 8.620
126 H -4.451 -2.207 7.981
127 H -6.191 -2.243 8.100
128 H 4.792 0.542 8.871
129 H 6.229 3.072 -8.974
130 H -3.904 -1.007 -3.742
131 H -3.804 -2.513 11.625
132 H 7.740 6.549 -9.565
133 H 4.549 0.252 3.794
134 H -4.509 -0.297 -1.639
135 H -3.446 -3.083 -1.201
136 H -2.347 -0.828 -5.868

largest force on an atom	0.0645	Eh/bohr
E	-142698.993	eV
HOMO	-8.6	eV
gap between HOMO and LUMO	6.99	eV
total charge	0